Computed, not measured: C40H61CsN6O2P as an isolated structure at a distorted geometry, with ωB97M-V/def2-TZVPD.

The value obtained for the gap between HOMO and LUMO (spin up / spin down) is 5.74 / 5.43 eV. Its charge is -1. The relative energy (zero: lowest compared OMol25 entry of this formula, charge and spin) comes out at 103.2 kJ/mol. The value obtained for the energy is -2401.32740 a.u. For the HOMO energy (spin up / spin down), the calculation gives -0.1311 / -0.1213 Eh. The calculation puts the LUMO energy (spin up / spin down) at 2.17 / 2.13 eV.

Geometry as XYZ:
```
111
Properties=species:S:1:pos:R:3:mulliken_charge:R:1
Cs 0.24072 0.54657 1.65018 2.038
C 2.55286 0.15573 4.05347 -1.089
C 3.25489 -0.97308 3.29040 0.411
C 2.25776 -1.80085 2.47201 -0.480
C 4.40096 -0.54152 2.38234 0.608
C 5.62334 -1.18863 2.54321 -0.889
C 6.68145 -0.97517 1.67428 -1.185
C 6.49408 -0.12039 0.59999 -0.893
C 5.29340 0.56175 0.40063 1.124
C 5.17128 1.39117 -0.87565 0.315
C 5.14242 2.90760 -0.66052 -0.990
C 3.98677 0.95324 -1.74646 -1.341
C 4.24252 0.38662 1.32711 -0.479
N 3.03549 1.10050 1.16971 0.265
C 3.01205 2.32241 1.67814 -0.261
C 1.99350 3.29851 1.56327 -0.817
N 0.83080 3.19322 0.92741 0.245
C 0.12032 4.37034 0.69220 -0.214
C -1.28506 4.35635 0.85069 -0.228
C -1.99785 5.54527 0.76436 -0.340
C -1.37643 6.74866 0.46169 -1.687
C -0.02266 6.73884 0.17471 -0.437
C 0.73457 5.57317 0.25300 0.471
C 2.15672 5.60936 -0.29492 1.863
C 3.07760 6.54674 0.48555 -1.638
C 2.15020 5.98313 -1.78208 -1.632
C -2.04370 3.07248 1.16593 2.444
C -2.50027 3.06648 2.63025 -1.279
C -3.23049 2.90438 0.21231 -1.513
H 1.78306 -0.26051 4.70916 0.365
H 2.07740 0.83904 3.36050 -0.516
H 3.26040 0.72305 4.66071 0.358
H 3.68846 -1.63704 4.04223 0.619
H 1.94602 -1.24462 1.59072 -0.109
H 1.35921 -2.02829 3.05404 0.244
H 2.71168 -2.73342 2.14255 -0.021
H 5.73316 -1.89067 3.36393 0.341
H 7.62763 -1.48325 1.81958 0.392
H 7.30065 0.02925 -0.11143 0.334
H 6.08390 1.17698 -1.43729 0.502
H 4.21044 3.22225 -0.19207 -0.109
H 5.22731 3.41954 -1.62392 0.532
H 5.97059 3.23289 -0.02530 0.343
H 3.04566 1.13820 -1.22554 0.075
H 4.04609 -0.11230 -1.98103 0.279
H 3.98057 1.51044 -2.68758 0.498
H 3.88562 2.65782 2.24567 0.103
H 2.22259 4.23875 2.07192 0.358
H -3.06794 5.53224 0.94229 0.279
H -1.94566 7.66916 0.41878 0.346
H 0.45982 7.65836 -0.14423 0.285
H 2.56859 4.60656 -0.22725 -0.749
H 2.70958 7.57672 0.45173 0.340
H 4.08636 6.53496 0.06183 0.411
H 3.14626 6.25086 1.53451 0.346
H 1.81045 7.01185 -1.93370 0.334
H 1.48376 5.32353 -2.34186 0.404
H 3.15642 5.89369 -2.20270 0.404
H -1.36663 2.22438 1.01916 -1.271
H -3.29134 3.80857 2.77838 0.336
H -1.66376 3.33860 3.27958 0.352
H -2.85982 2.08515 2.94038 0.350
H -4.00333 3.65012 0.41306 0.368
H -3.70250 1.92722 0.32600 0.361
H -2.91755 3.01519 -0.82741 0.395
N -3.06682 -0.89536 0.55736 -0.347
C -3.24554 -1.50794 1.88608 1.889
C -4.64304 -1.34466 2.49400 -0.850
C -5.82504 -1.62516 1.56634 -0.460
C -6.11526 -3.10591 1.30609 -1.295
N -5.07480 -3.89826 0.65717 -0.055
C -4.69652 -3.67410 -0.67720 -0.300
N -5.37704 -2.61970 -1.37911 -0.326
N -3.30807 -3.77701 -0.88677 -0.019
C -2.14165 -0.88800 2.78410 -0.606
O -2.45398 0.02492 3.57048 -0.692
O -0.97452 -1.31841 2.57535 -0.914
H -3.15202 0.11056 0.65646 -0.147
H -3.79907 -1.18062 -0.08525 0.261
H -2.98410 -2.56562 1.79785 -0.489
H -4.70476 -0.32127 2.86889 0.289
H -4.71245 -1.99286 3.37778 0.378
H -5.69222 -1.11335 0.61259 0.272
H -6.72844 -1.20130 2.01890 0.474
H -7.03302 -3.19693 0.71638 0.442
H -6.31884 -3.59686 2.26053 0.438
H -4.26827 -4.02666 1.25301 0.298
H -6.38022 -2.74627 -1.34379 0.218
H -5.10858 -2.63321 -2.35319 0.245
H -2.75252 -3.20058 -0.24855 -0.119
H -3.02740 -3.52902 -1.82416 0.201
C -0.33640 -6.01451 -0.87856 -1.365
P -0.11641 -4.27267 -0.31014 0.345
C -0.70298 -4.44020 1.42805 -0.712
C 1.71065 -4.23962 -0.07416 0.650
C 2.40329 -5.18854 0.67831 -0.316
C 3.77922 -5.10274 0.84291 -0.834
C 4.48804 -4.05733 0.26097 -0.524
C 3.81574 -3.10874 -0.49310 -0.126
C 2.43789 -3.20581 -0.66330 -0.409
H 0.04731 -6.73373 -0.14984 0.349
H 0.18212 -6.15910 -1.82796 0.386
H -1.40247 -6.19696 -1.03262 0.371
H -0.13049 -5.18716 1.98375 0.592
H -1.75022 -4.75560 1.40210 0.363
H -0.64887 -3.46322 1.92656 -0.211
H 1.86683 -6.00273 1.15469 0.178
H 4.29540 -5.84341 1.44247 0.362
H 5.55728 -3.97326 0.40876 0.365
H 4.36059 -2.28028 -0.92826 0.133
H 1.91045 -2.45001 -1.23617 0.348
```